Entry 1:
Formula: C59H56NO5Tl
Source: OMol25
Level of theory: the ωB97M-V functional and the def2-TZVPD basis

electronic energy	-2885.466105	hartree
highest occupied orbital energy	-2.0	eV
HOMO-LUMO gap	6.22	eV
lowest unoccupied orbital energy	4.18	eV

ORCA input file:
```
! RIJCOSX wB97M-V def2-TZVPD def2/J DEFGRID3
* xyz -2 1
Tl -0.066 0.784 0.517
O 2.172 0.416 -0.399
O -2.577 0.465 -1.225
O -0.830 -1.414 -0.502
O -0.706 2.455 -1.474
O -1.801 3.345 -3.222
N 1.434 -1.386 1.763
C 3.394 2.333 0.388
C -1.598 2.482 -2.352
C -2.828 -2.955 -1.545
C 4.537 0.249 -0.360
C 0.121 2.823 3.594
C -2.563 -4.583 0.172
C -0.961 3.206 2.794
C 4.497 0.140 -1.753
C -4.018 -3.551 -1.933
C 0.116 1.568 4.211
C 6.804 -0.615 -0.424
C 2.733 -1.130 1.937
C 1.602 -5.381 -1.702
C 0.474 -4.800 -1.127
C -2.598 0.736 -4.907
C -0.570 -1.128 -4.648
C 2.508 4.512 -0.159
C 4.415 2.959 1.106
C 3.514 5.127 0.575
C -6.798 2.170 -2.645
C 5.588 -0.327 -2.466
C 3.144 0.309 1.814
C 1.332 1.078 4.968
C -3.206 0.161 2.960
C -2.111 0.079 -6.028
C -4.518 2.938 -2.428
C -0.993 0.722 4.079
C -4.044 1.639 -2.557
C -5.886 3.199 -2.469
C -2.088 0.460 -3.639
C 3.252 0.789 0.318
C 2.691 -4.597 -2.050
C -2.073 2.371 2.680
C 2.451 3.125 -0.257
C -4.972 0.609 -2.720
C 1.508 -2.641 -1.275
C 0.990 -2.638 1.750
C -0.750 -2.722 -0.153
C 2.635 -3.223 -1.837
C 1.844 -3.715 1.991
C -1.097 -0.863 -5.903
C -0.971 -0.628 4.762
C -2.081 1.115 3.295
C -2.574 1.232 -2.413
C 3.183 -3.462 2.228
C 5.707 -0.131 0.288
C -4.498 -4.670 -1.261
C 1.311 3.748 3.739
C -1.053 -0.466 -3.525
C -0.889 4.445 1.932
C 6.751 -0.716 -1.803
C 0.418 -3.428 -0.895
C 3.641 -2.153 2.195
C -3.760 -5.183 -0.206
C 4.475 4.343 1.204
C -2.074 -3.453 -0.482
C -3.208 2.766 1.769
C -6.332 0.865 -2.771
C -0.453 -2.868 1.393
H 7.599 -1.098 -2.360
H -1.975 -1.008 4.941
H -3.372 1.486 -5.012
H -3.808 3.745 -2.320
H 2.244 1.559 4.622
H 2.016 3.633 2.908
H -4.575 -3.134 -2.764
H 1.460 -4.727 1.959
H -0.473 -0.573 5.730
H -7.862 2.378 -2.680
H -3.413 0.195 1.889
H -0.434 -1.366 4.158
H 5.179 2.359 1.589
H 5.784 -0.053 1.365
H 1.852 3.568 4.665
H -1.944 -0.290 -1.173
H -0.718 -3.863 1.752
H -7.031 0.046 -2.896
H -4.134 0.411 3.485
H 2.374 0.926 2.280
H 3.476 -2.590 -2.100
H 1.473 0.006 4.828
H 0.127 4.825 1.857
H -2.010 -5.025 0.991
H 7.698 -0.919 0.110
H 3.572 -5.049 -2.491
H 1.249 1.264 6.046
H 1.624 -6.452 -1.879
H -1.088 -2.133 1.892
H 1.753 5.103 -0.664
H 1.667 2.651 -0.838
H 4.688 -1.929 2.350
H -4.114 -6.056 0.331
H -2.955 -0.871 3.194
H 1.488 -1.568 -1.107
H 5.273 4.810 1.771
H -3.018 2.395 0.753
H 3.553 6.208 0.655
H -0.720 -1.381 -6.777
H -0.370 -5.427 -0.864
H -3.322 3.848 1.713
H -2.466 -2.082 -2.071
H 0.228 -1.852 -4.527
H -2.521 0.309 -7.005
H 5.530 -0.404 -3.546
H 3.569 0.402 -2.244
H 0.996 4.791 3.750
H -4.609 -0.410 -2.789
H -1.530 5.251 2.304
H -6.236 4.219 -2.362
H 3.870 -4.279 2.415
H -5.432 -5.134 -1.557
H -1.203 4.205 0.913
H -4.158 2.348 2.099
H -0.624 -0.696 -2.557
H 4.073 0.489 2.360
*
```



Entry 2:
Formula: CH12N4P2Si
Source: OMol25
Level of theory: the ωB97M-V functional and the def2-TZVPD basis

electronic energy	-1236.493934	hartree
highest occupied orbital energy	-7.5	eV
HOMO-LUMO gap	7.89	eV
lowest unoccupied orbital energy	0.36	eV

ORCA input file:
```
! RIJCOSX wB97M-V def2-TZVPD def2/J DEFGRID3
* xyz 0 1
P -1.331 3.065 1.069
P -1.363 1.308 -1.479
Si 1.398 -1.939 0.176
N 0.203 2.663 1.652
N -0.922 4.113 -0.256
N 0.751 -3.480 -0.291
N -2.423 0.046 -1.829
C -1.946 1.623 0.081
H 0.715 -1.466 1.404
H 0.984 -1.184 -0.885
H -2.068 -0.414 -2.689
H 0.027 3.997 -0.573
H 2.819 -2.024 0.339
H 0.291 1.630 1.798
H 0.384 3.079 2.590
H -1.128 5.105 -0.235
H 0.782 -4.285 0.351
H 0.379 -3.651 -1.207
H -2.591 -0.668 -1.144
H -2.683 1.150 0.742
*
```



Entry 3:
Formula: CH3Cl2FSi
Source: OMol25
Level of theory: the ωB97M-V functional and the def2-TZVPD basis

electronic energy	-1349.580811	hartree
highest occupied orbital energy (spin up / spin down)	-9.1 / -7.8	eV
HOMO-LUMO gap (spin up / spin down)	8.34 / 7.93	eV
lowest unoccupied orbital energy (spin up / spin down)	-0.73 / 0.14	eV

ORCA input file:
```
! RIJCOSX wB97M-V def2-TZVPD def2/J DEFGRID3
* xyz 0 1
Cl 1.314 1.251 2.151
Cl 2.563 -0.544 -0.313
Si 1.277 -0.445 1.200
F -2.250 1.403 -0.722
C -1.606 0.224 -1.124
H -2.102 -0.630 -1.410
H 1.527 -1.742 1.847
H -0.724 0.482 -1.629
*
```



Entry 4:
Formula: C4H10S2
Source: OMol25
Level of theory: the ωB97M-V functional and the def2-TZVPD basis

electronic energy	-954.627393	hartree
highest occupied orbital energy (spin up / spin down)	-8.1 / -7.4	eV
HOMO-LUMO gap (spin up / spin down)	8.34 / 7.70	eV
lowest unoccupied orbital energy (spin up / spin down)	0.26 / 0.30	eV

ORCA input file:
```
! RIJCOSX wB97M-V def2-TZVPD def2/J DEFGRID3
* xyz 0 1
S 1.702 0.811 -0.350
S 2.720 -0.776 0.529
C -1.012 1.495 -0.516
C -0.390 0.284 1.499
C -0.330 -1.753 -1.101
C -0.043 0.551 0.041
H 0.288 -0.440 2.157
H -0.157 1.299 1.980
H -0.636 1.922 -1.474
H -1.155 -1.537 -1.778
H -0.479 -2.484 -0.360
H 3.248 -1.232 -0.554
H -2.018 0.972 -0.614
H 0.719 -1.484 -1.458
H -0.999 2.348 0.310
H -1.459 0.023 1.688
*
```



Which of these has the lowest electronic energy? C59H56NO5Tl